(1)
A molecular structure, C18H22F6IrN3O10S2, computed with the ωB97M-V functional and the def2-TZVPD basis.

```
! RIJCOSX wB97M-V def2-TZVPD def2/J DEFGRID3
* xyz 0 5
Ir -0.2581 0.0481 0.0260
C -2.3895 4.1368 -4.9350
O -2.5480 4.8546 -3.7191
C -2.3736 4.1780 -2.5645
C -2.5228 4.9482 -1.3907
C -2.3677 4.3413 -0.1839
C -2.0578 2.9624 -0.0610
C -1.9217 2.3621 1.2322
C -2.1319 3.1349 2.5000
O -1.6050 1.1582 1.3776
C -1.8833 2.2110 -1.2502
O -1.5447 0.9387 -1.2898
C -2.0609 2.8389 -2.4960
H -2.5586 4.8532 -5.7328
H -3.1179 3.3271 -5.0087
H -1.3805 3.7280 -5.0153
H -2.7543 5.9999 -1.4788
H -2.4714 4.9387 0.7109
H -2.9466 3.8518 2.4416
H -1.2018 3.6698 2.7148
H -2.3096 2.4311 3.3091
H -1.9178 2.2250 -3.3714
C -2.7746 -3.3565 1.4380
C -1.8387 -2.4827 0.6696
N -1.2038 -1.5147 1.2334
O -1.4793 -1.3496 2.5727
C -1.6119 -2.7281 -0.7530
C -2.0716 -3.9761 -1.4407
N -0.9574 -1.8092 -1.4031
O -0.6385 -1.8408 -2.5919
H -3.2695 -2.7833 2.2168
H -2.2177 -4.1609 1.9247
H -3.5137 -3.8023 0.7764
H -0.9250 -0.5862 2.8323
H -1.9649 -4.8464 -0.7928
H -1.4798 -4.1267 -2.3410
H -3.1199 -3.9074 -1.7424
F 4.1636 0.5389 2.8736
C 3.0752 0.8131 3.5788
F 2.8449 -0.1952 4.4117
F 3.2502 1.9162 4.2854
S 1.5819 0.9799 2.4490
O 1.9247 0.1757 1.2580
O 0.5062 0.4708 3.2591
N 1.3223 2.4826 2.1267
S 2.4126 3.4593 1.4583
O 3.7648 3.0634 1.7199
O 1.9707 4.7954 1.6862
C 2.2263 3.2250 -0.3837
F 3.1159 2.3458 -0.8381
F 2.4181 4.3865 -0.9924
F 1.0041 2.7851 -0.7125
C 3.3448 -1.0260 -2.5140
C 2.2513 -1.1721 -1.5053
C 2.1712 -2.3906 -0.6424
O 1.4375 -0.2632 -1.4015
H 3.7746 -1.9834 -2.7986
H 4.1276 -0.4141 -2.0559
H 2.9698 -0.4913 -3.3840
H 3.0633 -3.0070 -0.7175
H 1.3054 -2.9703 -0.9719
H 2.0021 -2.0909 0.3921
*
```

Results
E_LUMO (spin up / spin down) (eV): 0.087 / -2.066
⟨S²⟩: 6.04
HOMO-LUMO gap (spin up / spin down) (eV): 8.25 / 6.43
HOMO energy (spin up / spin down) (eV): -8.160 / -8.495
Energy above the lowest of the compared OMol25 structures with the same formula, charge and spin (kcal per mole): 7.3

(2)
C5H7NOS in the gas phase in a non-equilibrium geometry, computed with the ωB97M-V functional and the def2-TZVPD basis.

```
! RIJCOSX wB97M-V def2-TZVPD def2/J DEFGRID3
* xyz 0 1
C 0.1926 -0.9643 -1.8359
C -1.1729 -0.1773 0.1494
C -0.3161 -0.5866 1.3710
C -0.2584 0.9676 1.6653
C -0.9504 1.3674 0.4036
H 0.0786 -1.5291 -2.7990
H -1.8547 -1.2550 -1.5100
H -2.1925 -0.3806 0.4386
H -0.8069 -1.1995 2.1339
H 0.6185 -1.0465 1.0228
H -0.2911 1.8604 -0.3120
H -1.8232 2.0466 0.4481
N -0.9973 -0.7238 -1.1942
O 0.1673 1.5412 2.6450
S 1.6841 -0.5875 -1.4215
*
```

Results
E_LUMO (eV): 0.425
HOMO-LUMO gap (eV): 9.13
HOMO energy (eV): -8.701
Structure (SMILES): O=C1CC(NC=S)C1
Energy above the lowest of the compared OMol25 structures with the same formula, charge and spin (kcal per mole): 39.0

(3)
C4H11N2OP in the gas phase in a non-equilibrium geometry, computed with the ωB97M-V functional and the def2-TZVPD basis.

```
! RIJCOSX wB97M-V def2-TZVPD def2/J DEFGRID3
* xyz 0 1
C 1.5611 1.3713 -0.2978
C 1.6648 -0.0601 -0.7085
C -2.1259 0.2882 0.2802
C -0.8922 -1.7689 -0.1691
N 0.7743 1.4550 0.9005
N -0.8687 -0.3357 0.1697
O 1.5192 -0.8975 0.4219
P 0.4492 -0.1519 1.4650
H 2.5703 1.7492 -0.0980
H 1.2601 2.0158 -1.1487
H 0.8389 -0.2250 -1.3820
H 2.5542 -0.4823 -1.1400
H -2.0526 1.3527 0.2160
H -2.8260 -0.0268 -0.5914
H -2.7258 0.0190 1.2158
H 0.1230 -2.0329 -0.0903
H -1.5769 -2.4304 0.4739
H -1.4163 -1.8809 -1.1563
H 1.1691 2.0412 1.6390
*
```

Results
E_LUMO (eV): 1.012
HOMO-LUMO gap (eV): 9.07
HOMO energy (eV): -8.054
Structure (SMILES): CN(C)P1NCCO1
Energy above the lowest of the compared OMol25 structures with the same formula, charge and spin (kcal per mole): 18.4

(4)
2 unconnected molecules or ions with the total composition C8H10NO2 in a non-equilibrium geometry, computed with the ωB97M-V functional and the def2-TZVPD basis.

```
! RIJCOSX wB97M-V def2-TZVPD def2/J DEFGRID3
* xyz 1 1
C -1.4613 0.0511 -3.2041
C -1.2153 -0.0205 -1.8563
C -0.4018 0.2269 -4.0874
C -0.0249 0.4388 -1.3998
C 0.8023 0.6725 -3.5381
C 0.8150 -0.5445 4.3222
C -0.5627 -0.5703 3.5749
C 1.1308 -0.1135 2.0896
N 0.9172 0.9271 -2.2052
O 1.6909 -0.4070 3.1860
O -0.2027 0.0412 2.2321
H -2.3541 -0.1820 -3.6672
H -2.0798 -0.2889 -1.1892
H -0.4793 0.0926 -5.1103
H 0.2350 0.4234 -0.3039
H 1.7697 0.8990 -4.0322
H 0.9795 0.2127 4.9918
H 1.0242 -1.4598 4.7645
H -1.0767 -1.5536 3.2700
H -1.3933 0.1089 3.9503
H 1.8873 1.0460 -1.7876
*
```

Results
E_LUMO (eV): -4.522
HOMO-LUMO gap (eV): 7.78
HOMO energy (eV): -12.302
Energy above the lowest of the compared OMol25 structures with the same formula, charge and spin (kcal per mole): 73.3

(5)
C5H12FN2O3PS2 in the gas phase in a non-equilibrium geometry, computed with the ωB97M-V functional and the def2-TZVPD basis.

```
! RIJCOSX wB97M-V def2-TZVPD def2/J DEFGRID3
* xyz 0 1
C 0.6452 1.6420 2.8905
C 1.3996 -1.2516 -2.2242
C 1.5025 1.2224 -1.4907
C -1.2899 0.9035 4.0444
C 0.5998 -0.0506 -1.6453
N -0.3183 0.7446 2.9745
N -0.0091 -0.4342 -0.3726
O 0.6240 2.6224 3.5513
O -2.2198 -1.6117 -1.4831
O -2.6398 0.6269 -0.8275
F 1.6340 1.4716 2.0019
P -1.5059 -0.5599 -0.4398
S -2.0576 -1.1648 1.4612
S -0.2422 -0.8119 2.2905
H 2.3227 -1.3031 -1.6053
H 0.8835 -2.3163 -2.1112
H 1.5293 -1.1285 -3.3086
H 1.4071 1.9454 -2.2707
H 2.5377 0.9049 -1.5176
H 1.4173 1.6919 -0.4754
H -1.1060 1.9404 4.4638
H -2.2625 0.9343 3.4745
H -1.1757 0.1485 4.6724
H -0.2058 0.0999 -2.4527
H -1.6900 -1.4165 -2.2545
H -2.4801 1.5050 -1.1458
*
```

Results
E_LUMO (eV): 0.268
HOMO-LUMO gap (eV): 9.19
HOMO energy (eV): -8.923
Structure (SMILES): CC(C)N=P(O)(O)SSN(C)C(=O)F
Energy above the lowest of the compared OMol25 structures with the same formula, charge and spin (kcal per mole): 50.4

(6)
2 unconnected molecules or ions with the total composition CH3O3 in a non-equilibrium geometry, computed with the ωB97M-V functional and the def2-TZVPD basis.

```
! RIJCOSX wB97M-V def2-TZVPD def2/J DEFGRID3
* xyz -1 1
O 4.2772 2.3373 2.3483
H 5.1146 1.8337 2.2326
H 3.7129 2.0573 1.5924
O -0.4790 -1.5838 1.5126
O 0.0000 0.0000 0.0000
C 0.2994 -0.8593 0.8319
H 1.3971 -0.9800 0.9998
*
```

Results
E_LUMO (eV): 3.393
HOMO-LUMO gap (eV): 7.17
HOMO energy (eV): -3.781
Energy above the lowest of the compared OMol25 structures with the same formula, charge and spin (kcal per mole): 17.0